# 1
A cluster of 2 separate species, C24H28Br2ClN3O7P in total. Source: the Open Molecules 2025 dataset; level of theory: the ωB97M-V functional and the def2-TZVPD basis.

As for the HOMO energy: -11.33 eV. As for the charge: +1. The value obtained for the frontier orbital gap is 8.19 eV. The calculated total energy is -206035.1087 eV. The value obtained for the LUMO energy is -0.1154 Eh.

The geometry in XYZ format:
```
66
Properties=species:S:1:pos:R:3:nbo_charge:R:1
C -6.601 0.076 -2.622 -0.65
C -5.445 -0.540 -1.821 -0.07
O -4.369 -0.977 -2.638 -0.53
C -3.683 0.047 -3.320 -0.12
C -2.302 0.202 -2.739 0.18
C -1.380 -0.795 -2.618 0.16
C -1.490 -2.199 -3.091 -0.27
N -0.434 -2.421 -4.108 -0.62
C -0.518 -1.486 -5.229 -0.43
N -0.275 -0.251 -1.996 -0.32
C 0.965 -0.966 -1.645 0.12
O 0.632 -2.260 -1.245 -0.53
C 1.375 -2.695 -0.131 0.25
C 2.641 -3.223 -0.340 -0.21
C 3.376 -3.645 0.767 -0.19
C 2.828 -3.539 2.049 -0.21
C 1.556 -3.007 2.236 -0.19
C 0.811 -2.575 1.137 -0.27
C -0.484 1.040 -1.778 0.48
C 0.446 1.981 -1.169 -0.26
Br 1.320 3.146 -2.368 0.15
C 0.651 1.990 0.143 -0.02
C -0.044 1.096 1.107 -0.68
Br 1.894 3.150 0.934 0.16
N -1.704 1.361 -2.226 -0.64
P -2.333 3.038 -2.173 1.34
O -2.679 3.179 -3.733 -0.97
Cl -4.187 2.753 -1.356 -0.28
H -7.553 -0.305 -2.283 0.24
H -6.594 1.157 -2.509 0.20
H -6.446 -0.153 -3.671 0.22
H -5.811 -1.435 -1.332 0.20
H -5.107 0.121 -1.025 0.17
H -3.577 -0.263 -4.356 0.22
H -4.213 0.993 -3.258 0.19
H -2.472 -2.370 -3.519 0.21
H -1.283 -2.864 -2.264 0.25
H -0.584 -3.345 -4.492 0.37
H -1.542 -1.208 -5.498 0.16
H -0.085 -1.955 -6.106 0.22
H 0.053 -0.578 -5.050 0.19
H 1.615 -0.978 -2.515 0.21
H 1.414 -0.439 -0.811 0.20
H 3.028 -3.286 -1.343 0.22
H 4.364 -4.045 0.617 0.23
H 3.402 -3.868 2.899 0.23
H 1.128 -2.915 3.220 0.23
H -0.176 -2.159 1.255 0.22
H -0.948 0.670 0.681 0.22
H -0.346 1.672 1.977 0.26
H 0.612 0.307 1.463 0.25
H -3.435 2.653 -4.028 0.51
C 5.158 1.969 5.288 -0.40
C 5.061 2.225 6.602 0.34
C 3.743 2.555 7.252 0.47
O 3.740 2.755 8.450 -0.52
C 2.555 2.618 6.415 -0.38
C 2.657 2.367 5.105 0.31
C 3.970 2.013 4.461 0.48
O 3.963 1.779 3.264 -0.56
O 1.617 2.407 4.273 -0.65
O 6.097 2.205 7.422 -0.62
H 6.098 1.728 4.812 0.25
H 1.616 2.871 6.888 0.25
H 1.962 2.201 3.380 0.50
H 5.752 2.419 8.311 0.51
```

# 2
A structure of composition C24H28CaNO3. Source: the Open Molecules 2025 dataset; level of theory: the ωB97M-V functional and the def2-TZVPD basis.

As for the HOMO energy: -2.82 eV. As for the charge: -1. The value obtained for the frontier orbital gap is 5.14 eV. The calculated total energy is -51415.6612 eV. The value obtained for the LUMO energy is 0.0853 Eh.

The geometry in XYZ format:
```
57
Properties=species:S:1:pos:R:3:nbo_charge:R:1
C 2.353 -0.159 3.063 -0.39
C 2.807 -0.718 1.833 -0.36
C 2.730 0.289 0.835 -0.40
H 3.222 -1.717 1.691 0.20
C 2.250 1.489 1.450 -0.45
C 2.014 1.204 2.834 -0.37
H 2.097 2.440 0.940 0.20
C -0.870 -1.866 3.013 -0.38
C 0.169 -2.605 2.385 -0.35
C -0.126 -2.698 0.994 -0.39
H 1.026 -3.062 2.887 0.21
C -1.350 -2.012 0.741 -0.22
C -1.829 -1.534 2.000 -0.36
H 3.076 0.190 -0.200 0.21
H 1.628 1.892 3.587 0.24
H 2.326 -0.671 4.023 0.21
H -2.768 -1.010 2.119 0.20
H 0.469 -3.209 0.245 0.20
H -0.936 -1.635 4.080 0.23
Ca 0.216 0.002 1.462 1.67
C -2.049 -1.802 -0.591 -0.05
C -3.447 -2.412 -0.425 -0.59
C -1.285 -2.493 -1.723 -0.61
H -3.387 -3.416 0.017 0.22
H -3.956 -2.507 -1.387 0.18
H -4.077 -1.807 0.236 0.21
H -1.302 -3.580 -1.599 0.22
H -0.240 -2.166 -1.780 0.22
H -1.754 -2.256 -2.682 0.18
C -2.177 -0.269 -0.942 -0.49
C -0.944 0.462 -1.428 0.70
H -2.633 0.295 -0.099 0.27
H -2.912 -0.166 -1.752 0.19
O 0.118 0.464 -0.708 -0.73
N -0.945 1.234 -2.512 -0.61
C 0.126 2.263 -2.637 -0.22
H -1.608 1.106 -3.294 0.41
C 1.497 1.708 -2.892 -0.03
C 2.635 2.361 -2.402 -0.15
H 2.487 3.249 -1.790 0.21
C 3.912 1.879 -2.707 -0.20
H 4.808 2.384 -2.325 0.21
C 4.053 0.746 -3.517 -0.23
H 5.045 0.364 -3.766 0.21
C 2.911 0.103 -4.014 -0.20
H 2.996 -0.774 -4.651 0.21
C 1.644 0.598 -3.705 -0.22
H 0.742 0.136 -4.104 0.20
H 0.132 2.832 -1.700 0.23
H -0.177 2.936 -3.440 0.20
C -3.378 2.281 3.446 -0.33
O -2.348 1.710 2.555 -0.60
C -1.247 1.286 3.150 0.30
O -0.969 1.453 4.318 -0.74
H -3.641 1.511 4.187 0.19
H -4.189 2.509 2.765 0.17
H -2.944 3.171 3.916 0.19
```

# 3
A structure of composition C24H28ClF21O3SSi2. Source: the Open Molecules 2025 dataset; level of theory: the ωB97M-V functional and the def2-TZVPD basis.

As for the HOMO energy: -9.69 eV. The value obtained for the frontier orbital gap is 10.05 eV. The calculated total energy is -127668.2664 eV. The value obtained for the LUMO energy is 0.0136 Eh.

The geometry in XYZ format:
```
80
Properties=species:S:1:pos:R:3:mulliken_charge:R:1
C -0.757 1.189 -5.608 -1.27
C 0.434 0.993 -4.689 -0.04
O 0.290 -0.244 -4.011 -0.46
C 1.195 -0.443 -2.942 -0.73
C 0.425 -0.916 -1.693 -0.29
Si 0.491 0.301 -0.278 -0.28
C -0.868 1.583 -0.475 -0.91
C -2.289 1.140 -0.083 -0.70
C -3.206 0.784 -1.253 1.01
F -4.172 1.729 -1.421 -0.34
F -2.532 0.712 -2.436 -0.23
C -3.893 -0.600 -1.099 0.34
F -4.609 -0.875 -2.207 -0.35
F -2.904 -1.521 -1.011 -0.20
C -4.803 -0.751 0.182 0.93
F -4.106 -1.470 1.088 -0.32
F -5.062 0.452 0.739 -0.33
C -6.140 -1.556 -0.010 0.37
F -6.551 -1.900 1.218 -0.27
F -5.858 -2.672 -0.695 -0.26
S -7.618 -0.662 -0.817 1.41
F -8.576 -1.803 -0.278 -0.31
F -7.818 0.165 0.523 -0.29
F -6.693 0.498 -1.376 -0.29
F -7.433 -1.452 -2.174 -0.29
F -8.868 0.069 -1.429 -0.30
O 1.898 1.167 -0.207 -0.96
Si 3.436 0.605 0.076 -0.08
C 3.767 -1.144 -0.502 -0.35
C 5.027 -1.720 0.186 -0.06
O 5.833 -2.447 -0.714 -0.58
C 4.658 -2.588 1.390 0.46
F 3.769 -3.551 1.049 -0.26
F 4.093 -1.853 2.368 -0.22
F 5.734 -3.208 1.900 -0.29
C 4.590 1.823 -0.782 -0.01
Cl 4.103 1.951 -2.506 -0.22
C 6.087 1.547 -0.686 -0.60
C 6.639 1.766 0.724 -1.21
C 0.210 -0.704 1.343 1.26
F -0.772 -1.631 1.020 -0.27
F 1.346 -1.455 1.622 -0.20
C -0.200 0.012 2.602 -0.18
C 0.147 1.343 2.829 -0.29
C -0.218 1.971 4.014 -1.12
C -0.937 1.277 4.981 -0.63
C -1.273 -0.054 4.757 0.15
C -2.032 -0.843 5.782 0.85
F -1.293 -1.871 6.260 -0.26
F -2.414 -0.086 6.832 -0.29
F -3.155 -1.390 5.259 -0.24
C -0.903 -0.692 3.578 -0.55
H -0.794 2.227 -5.943 0.38
H -0.679 0.556 -6.491 0.34
H -1.679 0.959 -5.077 0.21
H 0.490 1.809 -3.960 0.21
H 1.360 0.980 -5.275 0.38
H 1.750 0.482 -2.761 0.02
H 1.935 -1.196 -3.231 0.31
H -0.625 -0.985 -1.984 0.56
H 0.724 -1.923 -1.399 0.79
H -0.823 1.951 -1.500 0.77
H -0.597 2.431 0.158 0.49
H -2.795 1.956 0.433 0.45
H -2.285 0.304 0.616 -0.21
H 3.701 0.682 1.529 -0.20
H 3.997 -1.111 -1.569 0.46
H 2.931 -1.824 -0.344 0.68
H 5.666 -0.937 0.599 0.23
H 5.454 -3.323 -0.850 0.42
H 4.377 2.796 -0.328 0.49
H 6.313 0.539 -1.043 0.28
H 6.598 2.223 -1.374 0.49
H 6.846 2.821 0.904 0.39
H 7.579 1.227 0.854 0.34
H 5.961 1.428 1.508 0.31
H 0.727 1.896 2.101 0.54
H 0.057 3.004 4.176 0.44
H -1.228 1.774 5.895 0.49
H -1.181 -1.725 3.418 0.49
```

Question: Which of these has the highest calculated total energy?
Answer: C24H28CaNO3

Question: Among the records above, which one has the lowest LUMO?
Answer: C24H28Br2ClN3O7P

Question: Which formula does entry 2 have?
Answer: C24H28CaNO3